[1]
This record from the OMol25 dataset describes one molecule with the formula C24H28N4O4S. The level of theory is the ωB97M-V functional and the def2-TZVPD basis.

Geometry as XYZ:
```
61
Properties=species:S:1:pos:R:3:forces:R:3
H -4.1478 -2.3497 -1.0127 0.07 -0.02 -0.18
C -3.4701 -1.7600 -1.6236 0.10 -0.23 -0.07
H -0.7047 0.3675 -2.9578 -0.02 -0.09 -0.06
H -1.5301 1.1314 0.0703 0.04 0.00 -0.11
C -3.8943 -0.6216 2.5151 -0.14 -0.15 0.01
H -1.9462 -3.1397 -2.3708 0.01 -0.03 0.07
N 0.7202 -0.0759 -1.0423 -0.65 0.42 -0.66
C -6.0610 -2.1053 1.5290 -0.15 -0.10 0.15
C -3.2116 -0.1976 0.2266 -0.12 0.00 0.19
H 2.8618 -2.4781 -0.7588 -0.04 -0.05 -0.04
C 1.1585 2.6925 -0.1082 -0.26 0.19 -0.06
H 0.7729 5.0470 -1.8079 -0.03 0.01 -0.07
O 0.1217 2.6178 -0.7551 0.16 0.18 0.12
H 3.6518 2.5243 1.1048 -0.02 -0.07 -0.05
H 6.5076 -1.5363 1.2695 0.08 -0.04 0.02
N -1.0692 -1.3355 -1.7714 0.18 0.28 0.07
S 0.3687 -2.4263 0.1410 0.18 -0.29 0.45
C -2.0572 -2.3795 -1.5884 -0.28 -0.29 0.10
C -2.0281 0.8040 2.0937 0.00 0.03 0.15
C 2.0554 1.5873 0.0863 -0.01 -0.82 -0.15
O -5.1338 -1.5342 0.6417 0.38 0.34 -0.11
H -2.4489 1.3787 -1.6740 -0.02 -0.01 -0.03
N 3.2815 1.6779 0.7097 -0.03 0.41 0.08
H 0.9903 5.6087 1.1974 -0.06 -0.12 -0.08
O 1.5760 3.8214 0.4945 0.24 -0.48 -0.03
H -6.8003 -2.5993 0.8992 0.02 0.02 0.09
C 1.8578 0.2764 -0.3501 0.19 0.77 0.52
H 2.0801 5.9603 -1.0392 0.07 0.07 -0.02
O 5.0834 -3.4254 -0.0632 -0.19 0.00 -0.07
C 3.0319 -0.4557 -0.0081 0.38 0.25 0.20
H -3.4413 0.6421 -2.9318 0.13 0.06 0.02
C 5.5398 -1.2289 0.9067 0.10 -0.01 0.06
C 1.0283 5.6922 -0.9708 0.04 -0.32 0.27
C -2.7368 0.4282 -2.1181 -0.02 0.09 -0.11
C 0.7500 4.9736 0.3421 -0.45 0.48 -0.21
C 3.4713 -1.7571 -0.2426 0.50 -0.24 0.07
H -1.7965 -0.8427 -3.6227 0.06 0.11 0.03
H -6.5592 -1.3448 2.1390 0.04 -0.03 -0.01
H 7.1594 -3.3561 -0.0212 -0.03 -0.02 0.04
C 3.8869 0.4614 0.6623 -0.19 -0.46 -0.23
N -3.4287 -0.3927 -1.1463 -0.27 0.13 -0.08
C -4.0916 -0.8001 1.1563 -0.06 -0.07 -0.03
H -1.2238 1.4356 2.4407 0.08 0.05 0.03
C 5.1344 0.0690 1.1285 0.07 -0.04 0.04
H -3.8617 -1.7370 -2.6448 -0.04 -0.02 0.02
H 6.3663 -4.9452 0.0939 0.05 0.07 0.05
C 6.3153 -3.9047 0.4116 0.15 -0.05 0.05
C -0.0104 -1.2306 -0.9366 0.10 -0.35 0.10
H 6.3740 -3.8604 1.5044 0.01 0.01 -0.03
H 5.7750 0.7647 1.6493 0.09 0.04 0.05
C 4.7213 -2.1383 0.2162 -0.41 0.17 -0.22
H -0.3000 4.6667 0.3897 0.18 0.08 0.09
H -1.8662 -2.8488 -0.6211 -0.06 0.06 -0.22
H -4.5539 -1.0934 3.2259 -0.09 -0.06 0.02
H 0.1980 0.7651 -1.2903 0.10 -0.25 -0.07
H -2.7257 0.2924 4.0537 0.01 0.01 0.09
C -2.2048 0.6176 0.7338 -0.07 -0.08 -0.11
C -2.8612 0.1713 2.9900 0.07 0.09 0.01
C -1.5084 -0.3211 -2.7030 -0.11 0.22 -0.11
H -5.5927 -2.8481 2.1837 -0.02 0.05 -0.01
H 0.4266 6.5947 -1.0258 -0.05 0.12 -0.03
```
Forces are in eV/Å.

Results
- E_HOMO: -7.4 eV
- Spin multiplicity: 1
- Orbital gap: 0.280 Ha
- Electronic energy: -50328.04744 eV
- M: 468.6 g/mol
- SMILES string: CCOC(=O)c1[nH]c2ccc(OC)cc2c1NC(=S)N1CCN(c2ccccc2OC)CC1



[2]
This record from the OMol25 dataset describes C24H28N5O6PdSeSi as an isolated structure. The level of theory is the ωB97M-V functional and the def2-TZVPD basis.

Geometry as XYZ:
```
66
Properties=species:S:1:pos:R:3:forces:R:3
C 4.0961 2.7144 0.9098 0.00 -0.01 -0.02
C 3.1617 2.4357 -1.4048 0.07 -0.02 -0.01
H 0.2313 3.5157 1.1392 0.00 0.00 0.02
H -4.3911 -1.4696 -1.9661 -0.01 0.00 0.02
C 2.9245 -2.8723 -1.2753 0.05 0.00 0.03
O 5.0114 3.5481 -2.5337 0.03 0.03 -0.03
O 6.1012 3.9145 0.1996 -0.01 0.00 0.00
O 0.0638 -0.6597 2.1189 0.15 -0.05 0.02
H 4.2069 -4.3724 -2.1809 0.00 0.00 0.00
C 3.6440 -3.4675 -2.3615 -0.01 -0.01 -0.02
H -2.6321 1.3894 2.4062 0.01 0.01 0.02
H 2.7959 -1.2544 -4.7850 0.00 0.00 0.00
C -2.7399 3.4789 -0.2285 -0.04 -0.01 0.00
N -1.3244 -0.2324 -1.1649 -0.03 0.00 0.00
C 4.5118 3.1906 -1.5179 -0.05 -0.02 -0.01
C -0.3715 -0.5696 3.2745 -0.07 0.05 0.03
H -3.6567 -2.7777 -2.8720 0.01 0.00 0.00
H -2.7342 -0.8475 5.1227 0.00 0.00 -0.01
H 0.3682 4.1973 -0.4926 0.00 -0.01 0.00
N -1.0809 1.8519 -0.5280 0.02 0.01 0.11
N 2.8874 -3.3529 -0.0491 0.03 0.00 -0.02
C 2.9363 2.1107 0.0859 0.15 0.13 -0.03
H -3.2901 -1.1095 -3.3050 -0.01 -0.01 -0.01
C -3.6928 2.5538 -0.6773 0.03 0.01 -0.01
H -4.7302 2.8562 -0.7455 0.00 0.00 0.00
C -2.4633 0.3096 2.4162 0.03 0.04 -0.01
H -0.7209 4.9367 0.6860 0.00 0.00 -0.01
Si -1.9957 -1.8583 -1.3189 0.01 0.04 0.00
H -1.3987 0.2183 5.6021 0.01 -0.01 0.00
O 2.0228 1.4936 0.5599 -0.17 -0.13 0.11
C -1.4221 3.0901 -0.1442 0.02 -0.01 -0.05
H -3.4268 -0.1926 2.5179 0.00 0.01 0.02
H -1.2164 -3.8998 -2.4050 -0.02 0.00 0.01
H -1.6460 -2.4729 1.0503 -0.02 0.00 0.00
C 5.0850 3.3712 -0.0874 0.01 0.01 0.00
C -3.4725 -1.7812 -2.4637 0.01 0.00 -0.02
C 3.5862 -2.8761 -3.5753 0.00 0.00 0.01
C -3.3430 1.2708 -1.0253 0.03 0.02 0.01
O 2.4144 2.1541 -2.2875 -0.03 0.00 0.00
H -3.0259 4.4844 0.0425 0.00 0.00 0.00
C 0.4653 -1.0138 4.4494 0.00 0.05 -0.03
H 0.7759 -0.1519 5.0424 -0.01 0.00 0.01
H -0.0754 -1.6950 5.1047 -0.01 -0.01 -0.01
C 2.8217 -1.6773 -3.7891 -0.01 0.01 0.01
C -0.7190 -2.9826 -2.0805 -0.02 -0.01 0.00
N -1.5936 -0.0663 3.5205 0.00 -0.01 0.02
O 4.1834 2.6686 2.0941 0.01 0.00 0.02
H 1.3572 -1.5036 4.0704 -0.01 -0.01 0.00
C -0.3237 3.9901 0.3278 -0.01 0.00 0.01
H 4.1167 -3.3067 -4.4136 0.00 0.00 0.00
H -0.2571 -2.5333 -2.9614 0.01 -0.01 0.01
C -2.1661 0.0460 4.8538 0.00 0.02 -0.02
Pd 0.3678 0.4695 -0.3698 -0.08 -0.05 -0.07
H -2.8425 0.8991 4.8683 0.00 0.00 0.01
H 0.0633 -3.2772 -1.3797 0.00 0.00 0.00
C 2.1716 -1.6622 -1.4936 -0.01 0.01 -0.01
C -2.4953 -2.4977 0.3623 0.01 -0.05 -0.01
Se 1.8771 -2.3236 0.9544 -0.07 -0.02 0.01
C 2.1285 -1.0738 -2.7938 0.01 0.02 -0.04
C -1.9824 0.9289 -0.9379 -0.03 0.00 -0.12
H -3.2989 -1.8960 0.7924 0.01 -0.03 -0.02
H -2.8526 -3.5282 0.2970 0.01 0.00 -0.01
H 1.5343 -0.1847 -2.9619 0.02 -0.01 0.01
H -1.9985 0.0088 1.4828 -0.04 0.01 0.08
N 1.5436 -1.2096 -0.4193 0.03 0.04 -0.07
H -4.0750 0.5525 -1.3559 -0.02 -0.01 0.01
```
Forces are in eV/Å.

Results
- E_HOMO: -10.7 eV
- Total charge: +1
- Spin multiplicity: 1
- Orbital gap: 0.157 Ha
- Electronic energy: -121775.00077 eV
- M: 696.0 g/mol



[3]
This record from the OMol25 dataset describes C24H28N6O2W as an isolated structure. The level of theory is the ωB97M-V functional and the def2-TZVPD basis.

Geometry as XYZ:
```
61
Properties=species:S:1:pos:R:3:forces:R:3
H 1.5541 -2.3818 -1.4375 0.00 0.00 0.00
C 0.4706 2.9745 -0.0487 0.02 0.01 -0.02
N -2.6732 0.7486 0.8897 0.04 -0.01 -0.03
H 0.5250 -1.3767 2.8872 0.02 0.05 0.01
C 2.4367 -2.1420 -0.8570 0.02 -0.01 -0.01
H -3.7088 -2.4633 0.5872 0.00 0.00 0.00
C 0.1290 0.6782 -4.4976 0.00 0.00 -0.01
C 0.7211 4.4158 3.8847 0.00 -0.01 0.01
H -1.3132 -2.2124 -0.3156 0.00 -0.01 0.00
H -1.7901 -1.6711 -2.9669 0.00 0.00 0.00
N 1.1313 -0.6511 0.4933 0.12 -0.17 -0.10
C 4.7846 -2.3585 -0.4047 0.02 -0.01 0.00
H 3.7525 -3.4083 -1.9685 0.00 0.00 0.00
H 5.7421 -2.8020 -0.6425 0.00 0.00 0.00
C 1.0499 5.2537 2.8200 0.00 0.00 -0.01
H 0.7576 3.6383 -0.8594 0.00 0.00 0.01
O -0.1929 1.3606 2.1698 -0.07 -0.04 -0.10
H -1.9196 -2.5062 -5.2822 0.00 0.00 0.00
H 5.5726 -1.1807 1.2085 0.00 0.00 0.00
N -0.4377 -1.0613 2.7860 -0.13 -0.03 0.06
H 0.6979 1.5687 -4.2699 0.00 0.00 0.00
H -0.9858 -2.9005 3.7288 0.01 0.00 -0.01
C 2.3482 -1.2278 0.1974 -0.05 0.09 0.06
C 0.3095 3.1103 3.6709 0.01 0.02 -0.02
C 0.5440 3.4572 1.2930 0.01 0.00 -0.02
O -1.0435 -0.2184 -1.1352 0.07 0.05 0.08
H -2.8300 1.4978 1.5588 0.02 -0.01 0.01
H 0.7880 4.7872 4.8986 0.00 0.00 0.00
N -1.6651 -1.8652 0.5730 0.04 -0.02 0.03
H 1.3712 6.2684 3.0053 0.00 0.00 0.00
H -2.3216 -1.8622 3.2598 0.00 0.00 0.00
H -3.2383 -1.3667 -0.7114 -0.01 0.00 0.00
N 0.1578 1.5864 -1.7913 0.00 0.04 0.05
H 0.0566 2.4630 4.4999 0.00 0.00 0.00
C -3.5919 -0.3832 1.1541 0.00 0.02 0.01
C 0.2193 2.6339 2.3718 0.01 -0.05 0.05
C -0.4466 0.5012 -2.0987 -0.10 -0.11 -0.02
C 3.6633 -2.7042 -1.1530 -0.01 0.00 0.00
N 0.0963 1.7911 -0.4094 0.00 -0.05 0.04
C 4.6920 -1.4459 0.6402 -0.02 0.01 0.01
H -2.8756 1.1384 -0.0298 -0.02 0.01 0.01
C -0.5324 0.0002 -3.4731 -0.03 0.01 0.02
H -0.7442 -1.3063 -7.0923 0.00 0.00 0.00
H -2.1368 -3.6918 1.5693 0.00 0.00 0.00
C 0.9631 4.7751 1.5322 0.00 0.00 0.01
C -3.1197 -1.5771 0.3502 0.03 -0.03 0.00
H -0.4176 -3.3372 1.3735 0.00 0.00 0.01
C 0.0504 0.2037 -5.7943 0.01 0.01 0.00
C -1.3444 -1.6181 -5.0590 0.01 0.01 0.00
C -1.3418 -2.2218 2.9547 0.04 -0.02 -0.03
C -1.3898 -2.8988 1.6059 -0.01 0.02 0.00
H -4.6201 -0.1441 0.8813 0.00 0.00 0.00
H 3.3798 -0.1463 1.7466 -0.01 0.00 0.00
H 1.2168 5.4079 0.6909 0.00 0.00 0.00
C -0.6845 -0.9414 -6.0757 -0.01 -0.01 0.00
C -1.2684 -1.1490 -3.7583 0.00 -0.01 -0.01
W -0.4279 0.0435 0.7595 -0.02 0.25 -0.09
H -0.5724 -0.3589 3.5081 -0.04 -0.01 0.00
H -3.5819 -0.5805 2.2243 0.00 0.00 0.00
H 0.5616 0.7275 -6.5903 0.00 0.00 0.00
C 3.4727 -0.8707 0.9477 0.05 -0.04 -0.02
```
Forces are in eV/Å.

Results
- E_HOMO: -13.7 eV
- Total charge: +2
- Spin multiplicity: 1
- Orbital gap: 0.255 Ha
- Electronic energy: -40193.09948 eV
- M: 616.4 g/mol



[4]
This record from the OMol25 dataset describes C24H28N6O4PtS as an isolated structure. The level of theory is the ωB97M-V functional and the def2-TZVPD basis.

Geometry as XYZ:
```
64
Properties=species:S:1:pos:R:3:forces:R:3
H 0.1233 -4.9685 1.3491 -0.02 0.03 0.02
H 0.8608 -0.3270 0.9629 -0.15 -0.09 0.07
H -1.6420 2.2101 5.1976 0.00 0.00 0.00
C 1.6443 1.6532 1.0923 0.16 0.43 0.08
C -0.1715 -1.8582 0.2947 0.34 0.05 0.23
S 2.1550 0.6745 -1.2556 -0.01 0.18 -0.30
N -0.7561 -1.1074 -0.6087 -0.31 0.24 -0.14
C 3.5111 2.1298 2.5985 0.00 0.01 0.09
C 0.5488 -0.4623 -4.7539 0.00 -0.03 0.01
C -0.0321 1.8510 -4.4204 0.01 0.00 0.01
C 1.3082 2.1278 3.5054 -0.03 0.01 -0.07
C 1.1899 -0.4800 -3.5203 -0.01 0.00 0.00
O 2.4616 -0.6968 -0.9057 0.00 0.01 -0.06
H 3.6959 1.7540 0.5102 0.02 -0.01 0.01
C 0.6149 1.8468 -3.1974 0.05 0.05 -0.04
H -1.4669 -4.8314 -0.1750 -0.02 0.04 0.00
H 0.8023 2.5216 5.5630 0.01 0.01 0.01
H -0.5682 0.7082 -6.1569 -0.01 0.00 -0.01
C -0.0690 0.6961 -5.1966 0.00 0.01 0.00
C 1.2027 0.6688 -2.7515 0.04 0.00 0.01
O -2.7575 4.5259 -0.7056 -0.06 0.07 -0.04
N -0.2775 -3.2150 0.3347 -0.09 -0.04 0.05
N -2.9656 0.9415 -0.7763 0.10 -0.01 -0.05
H -3.3285 0.2374 -1.4112 0.04 0.04 0.08
H 1.6782 -1.3705 -3.1476 0.02 -0.02 0.00
C 0.5961 -3.9968 1.2001 0.11 -0.01 -0.03
H -0.3694 -4.3106 -1.4544 0.00 -0.02 0.02
H -2.4262 1.6247 2.9028 -0.02 -0.01 -0.01
H 3.0907 2.5181 4.6606 0.00 0.01 0.01
C 1.4046 -1.9198 2.2121 0.01 -0.01 -0.06
O 3.2761 1.5439 -1.5131 0.00 -0.06 -0.02
C -0.9296 2.1010 4.3914 0.01 0.01 0.01
H -0.1588 -3.1473 3.0121 0.01 -0.03 0.04
C -1.0361 -3.9520 -0.6598 0.00 0.04 -0.07
C 0.4069 2.2730 4.5855 -0.02 -0.01 0.00
H 0.6596 2.7376 -2.5843 -0.04 0.00 0.01
H -4.3808 2.5493 -0.8659 0.02 0.01 0.01
H -0.7152 -2.0016 -2.5115 0.05 -0.03 -0.03
N 0.5528 -1.2431 1.2526 -0.12 -0.18 0.12
H -3.3966 2.2942 -2.3154 0.00 0.02 0.01
Pt -0.9045 0.9610 -0.5384 -0.06 -0.08 -0.10
H 1.5613 -4.1713 0.7080 -0.02 -0.03 0.01
C -2.1045 -3.0629 -1.2621 0.06 -0.02 -0.03
H 2.4171 -2.0280 1.8067 -0.01 -0.01 0.01
C 2.6975 2.2809 3.6803 0.05 0.01 0.01
H 1.4682 -1.2977 3.1066 -0.01 -0.01 -0.01
C 0.8067 -3.2766 2.5170 -0.04 0.04 -0.01
C 0.7674 1.8165 2.2302 0.06 -0.04 0.01
C -1.4288 -1.7815 -1.7138 -0.08 0.11 -0.05
C -3.3848 2.2971 -1.2250 0.03 0.03 0.01
C -1.3663 1.7736 3.0924 0.04 0.05 0.00
N 1.1183 1.3402 -0.1810 -0.08 -0.40 0.06
H -2.5709 -3.5704 -2.1071 -0.02 0.00 0.00
H -2.8794 -2.8438 -0.5232 0.02 0.00 0.02
H -0.5026 2.7589 -4.7743 0.00 0.01 0.00
H 4.5819 2.2466 2.7031 0.02 0.01 -0.01
H 0.5378 -1.3538 -5.3683 0.00 0.00 0.00
C -2.3763 3.3802 -0.8011 -0.06 -0.10 -0.05
C 2.9992 1.8296 1.3265 -0.09 -0.06 0.00
O -1.1602 2.9670 -0.6449 0.03 -0.09 0.16
H -2.1481 -1.0903 -2.1587 0.10 -0.12 0.02
N -0.5650 1.6401 2.0741 -0.11 -0.03 0.00
H -3.3558 0.7369 0.1395 0.02 0.03 -0.01
H 1.4559 -3.8528 3.1748 0.04 0.00 -0.03
```
Forces are in eV/Å.

Results
- E_HOMO: -7.5 eV
- Spin multiplicity: 1
- Orbital gap: 0.269 Ha
- Electronic energy: -56556.66152 eV
- M: 691.7 g/mol



- The lowest electronic energy belongs to which entry?
  C24H28N5O6PdSeSi



- Look up the electronic energy of the first one.
  -50328.04744 eV



- What is the formula in the second record?
  C24H28N5O6PdSeSi



- What is the E_HOMO in the third record?
  -13.7 eV